No. 1
The following is a quantum chemistry calculation of F10N5O20S10Tl as an isolated structure, from the OMol25 dataset.

Results
E_HOMO	-6.2235	eV
charge	-2
HOMO-LUMO gap	3.8	eV

XYZ file:
```
46
F10N5O20S10Tl (ωB97M-V/def2-TZVPD)
Tl -0.287 -0.022 -0.109
N -2.654 -0.196 -1.611
S -3.133 0.880 -2.693
O -4.267 1.624 -2.253
O -2.844 0.610 -4.050
F -1.954 1.915 -2.315
S -3.817 -1.351 -1.712
O -4.039 -1.903 -3.002
O -4.896 -1.295 -0.796
F -2.825 -2.432 -1.059
N 1.447 -1.950 -0.570
S 1.491 -3.489 0.058
O 2.222 -3.713 1.249
O 1.402 -4.479 -0.947
F 0.022 -3.438 0.685
S 2.890 -1.944 -1.287
O 2.890 -2.516 -2.583
O 3.997 -2.264 -0.462
F 2.997 -0.403 -1.532
N 0.785 1.907 -1.698
S 0.979 1.443 -3.299
O 2.295 1.161 -3.741
O -0.029 1.769 -4.240
F 0.447 -0.060 -2.904
S 1.537 3.296 -1.831
O 1.132 4.155 -2.899
O 2.937 3.155 -1.610
F 1.074 4.075 -0.533
N 1.449 1.400 1.743
S 0.903 2.247 3.056
O 1.083 3.649 3.098
O 1.147 1.495 4.229
F -0.630 2.083 2.726
S 2.989 1.808 1.794
O 3.754 1.405 2.923
O 3.321 3.041 1.168
F 3.444 0.778 0.671
N -1.460 -1.070 2.079
S -0.809 -1.513 3.579
O -1.316 -2.745 4.055
O -0.665 -0.379 4.406
F 0.634 -1.778 3.037
S -3.015 -1.328 2.397
O -3.631 -0.787 3.562
O -3.497 -2.579 1.929
F -3.497 -0.266 1.290
```



No. 2
The following is a quantum chemistry calculation of one molecule with the formula C6H10, from the OMol25 dataset.

Results
E_HOMO	-9.3349	eV
HOMO-LUMO gap	10.4	eV

XYZ file:
```
16
C6H10 (ωB97M-V/def2-TZVPD)
C 2.730 0.189 0.402
C 1.834 -0.678 -0.487
C 0.460 -0.713 0.021
C -0.675 -0.580 0.409
C -2.077 -0.212 0.624
C -2.496 0.705 -0.531
H 2.366 1.221 0.418
H 2.718 -0.183 1.430
H 3.762 0.196 0.039
H 1.795 -0.254 -1.499
H 2.250 -1.687 -0.594
H -2.194 0.301 1.586
H -2.713 -1.103 0.661
H -2.399 0.173 -1.481
H -3.527 1.054 -0.431
H -1.831 1.573 -0.568
```



No. 3
The following is a quantum chemistry calculation of C3H4ClNS as an isolated structure, from the OMol25 dataset.

Results
E_HOMO	-8.6183	eV
HOMO-LUMO gap	9.1	eV

XYZ file:
```
10
C3H4ClNS (ωB97M-V/def2-TZVPD)
C 1.222 1.241 0.359
C 0.184 0.593 -0.259
C -0.996 -0.163 0.306
N 0.494 0.860 -1.572
S 1.950 1.640 -1.215
Cl -2.537 0.634 0.733
H 1.461 1.333 1.364
H -0.558 -0.525 1.176
H -1.170 -0.876 -0.462
H 0.548 0.153 -2.415
```



No. 4
The following is a quantum chemistry calculation of an isolated ion of composition C5H11NO and charge -1, from the OMol25 dataset.

Results
E_HOMO (spin up / spin down)	0.6274 / -1.6469	eV
<S²>	0.755
spin multiplicity	2
charge	-1
HOMO-LUMO gap (spin up / spin down)	3.2 / 5.4	eV

XYZ file:
```
18
C5H11NO (ωB97M-V/def2-TZVPD)
C 1.959 -1.228 0.030
O 2.743 -0.177 -0.641
C 0.471 -0.889 0.502
C -0.119 -0.157 -0.742
C -1.283 0.645 -0.126
C -1.991 0.101 0.847
N -1.402 2.133 -0.296
H 1.869 -2.164 -0.621
H 2.654 -1.442 0.940
H 2.392 0.736 -0.785
H 0.652 -0.289 1.409
H 0.041 -1.877 0.766
H -0.551 -0.891 -1.441
H 0.465 0.475 -1.320
H -1.439 -0.294 1.772
H -3.129 0.118 0.868
H -1.046 2.643 -1.193
H -2.286 2.559 0.030
```



No. 5
The following is a quantum chemistry calculation of one molecule with the formula C11H12N4O, from the OMol25 dataset.

Results
E_HOMO	-8.5565	eV
HOMO-LUMO gap	9.0	eV

XYZ file:
```
28
C11H12N4O (ωB97M-V/def2-TZVPD)
C -2.980 0.725 -0.949
C -1.599 1.247 -1.308
C -0.551 0.657 -0.379
C -0.285 1.289 0.945
C -1.048 2.518 1.292
N 0.596 0.845 1.772
C 1.300 -0.298 1.417
C 2.186 -1.054 2.104
C 2.688 -0.897 3.419
N 3.144 -0.784 4.480
C 2.514 -2.163 1.224
N 1.831 -2.145 0.125
N 1.089 -0.967 0.218
C 0.189 -0.482 -0.740
O -0.072 -1.064 -1.978
C 0.937 -1.856 -2.612
H -3.029 -0.369 -0.858
H -3.392 1.130 -0.017
H -3.666 1.046 -1.799
H -1.366 0.999 -2.351
H -1.583 2.369 -1.314
H -2.124 2.317 1.247
H -0.827 3.287 0.583
H -0.803 2.836 2.326
H 3.186 -2.953 1.442
H 0.875 -2.918 -2.253
H 0.851 -1.807 -3.690
H 1.939 -1.508 -2.347
```



No. 6
The following is a quantum chemistry calculation of a 2-piece molecular cluster, C3H4IN4 overall, from the OMol25 dataset.

Results
E_HOMO	-5.1703	eV
charge	-1
HOMO-LUMO gap	7.9	eV

XYZ file:
```
12
C3H4IN4 (ωB97M-V/def2-TZVPD)
C 0.652 0.831 0.375
C -1.013 -1.428 -0.242
C 0.105 -0.706 -0.904
N 0.315 2.334 1.692
N -0.347 1.418 0.962
N 1.837 1.358 0.586
N 1.583 2.294 1.424
I -0.161 0.014 -3.000
H -0.739 -2.340 0.245
H -1.810 -1.675 -0.885
H -1.411 -0.720 0.569
H 0.989 -1.380 -0.823
```



No. 7
The following is a quantum chemistry calculation of one molecule with the formula C12H11N3, from the OMol25 dataset.

Results
E_HOMO	-8.9836	eV
HOMO-LUMO gap	7.8	eV

XYZ file:
```
26
C12H11N3 (ωB97M-V/def2-TZVPD)
C -3.172 -0.085 -1.250
C -2.237 -0.365 0.050
C -3.129 -0.283 1.291
N -1.736 -1.671 -0.150
N -0.479 -1.683 -0.120
C 0.059 -0.430 0.019
C 1.513 -0.233 0.040
C 2.070 1.063 -0.186
C 3.433 1.245 -0.165
C 4.290 0.148 0.086
C 3.774 -1.139 0.130
C 2.397 -1.278 0.158
C -1.000 0.517 0.070
C -0.998 1.903 0.134
N -1.188 3.059 0.143
H -4.221 -0.055 -0.949
H -3.054 -1.060 -1.893
H -2.895 0.815 -1.728
H -3.877 -0.952 1.269
H -3.582 0.782 1.354
H -2.459 -0.676 2.030
H 1.351 1.950 -0.424
H 3.731 2.273 -0.301
H 5.262 0.453 -0.033
H 4.278 -2.104 0.171
H 1.871 -2.195 0.251
```



No. 8
The following is a quantum chemistry calculation of one molecule with the formula C6H10FN, from the OMol25 dataset.

Results
E_HOMO	-9.1546	eV
HOMO-LUMO gap	10.2	eV

XYZ file:
```
18
C6H10FN (ωB97M-V/def2-TZVPD)
C -1.433 1.107 0.619
C -0.842 0.183 -0.451
C -0.807 -1.306 -0.039
N 0.584 -1.658 0.266
C 1.432 -0.699 -0.408
C 1.620 0.654 0.227
C 0.596 0.457 -0.810
F 0.817 1.082 -2.047
H -0.913 0.907 1.541
H -2.513 0.960 0.796
H -1.280 2.123 0.306
H -1.417 0.296 -1.392
H -1.478 -1.555 0.849
H -1.111 -1.922 -0.870
H 0.715 -1.610 1.258
H 2.173 -1.045 -1.089
H 2.506 1.223 -0.067
H 1.351 0.802 1.311
```



No. 9
The following is a quantum chemistry calculation of one molecule with the formula C5H6O, from the OMol25 dataset.

Results
E_HOMO	-8.4266	eV
HOMO-LUMO gap	9.3	eV

XYZ file:
```
12
C5H6O (ωB97M-V/def2-TZVPD)
O 2.244 1.472 1.364
C 2.104 0.730 0.220
C 1.022 0.046 -0.063
C -0.191 -0.362 -0.253
C -1.539 0.055 -0.675
C -1.272 -1.353 -0.154
H 1.372 1.492 1.784
H 2.993 0.770 -0.401
H -2.050 0.760 -0.022
H -1.743 0.183 -1.734
H -1.291 -2.152 -0.891
H -1.649 -1.640 0.826
```



No. 10
The following is a quantum chemistry calculation of a 8-piece molecular cluster, C28H77N5O12 overall, from the OMol25 dataset.

Results
E_HOMO	-8.3577	eV
HOMO-LUMO gap	9.0	eV

XYZ file:
```
122
C28H77N5O12 (ωB97M-V/def2-TZVPD)
C -0.306 3.690 4.579
O 0.454 2.569 4.046
C -0.285 1.346 4.253
C 0.669 0.215 4.097
C 1.622 0.159 5.275
N 1.274 0.223 2.759
H -1.261 3.698 4.080
H 0.306 4.572 4.329
H -0.343 3.605 5.658
H -0.634 1.272 5.293
H -1.153 1.294 3.547
H 0.124 -0.745 4.220
H 2.162 -0.778 5.075
H 0.995 0.014 6.153
H 2.342 0.991 5.375
H 1.855 1.052 2.701
H 1.878 -0.563 2.558
C 5.239 -0.430 -1.828
O 4.031 -0.012 -1.180
C 3.947 -0.536 0.190
C 3.110 -1.778 0.290
N 2.970 -2.266 1.701
C 2.065 -3.377 1.777
C 1.780 -3.734 3.189
O 1.062 -4.942 3.217
C 0.535 -5.230 4.459
H 5.252 0.101 -2.764
H 5.119 -1.506 -2.045
H 6.125 -0.151 -1.231
H 3.480 0.240 0.754
H 4.932 -0.801 0.573
H 3.474 -2.549 -0.351
H 2.104 -1.506 -0.049
H 3.858 -2.338 2.157
H 2.359 -4.287 1.207
H 1.142 -3.110 1.255
H 1.147 -2.934 3.609
H 2.678 -3.783 3.830
H -0.107 -4.429 4.881
H 1.296 -5.462 5.232
H -0.027 -6.149 4.346
C -6.835 -6.406 -2.214
O -5.579 -5.981 -1.734
C -4.747 -7.156 -1.727
C -3.285 -6.801 -1.279
N -3.303 -6.185 0.009
C -2.020 -5.901 0.657
C -2.189 -5.223 1.980
O -2.828 -3.936 1.861
C -1.873 -2.951 1.547
H -7.216 -7.323 -1.688
H -6.828 -6.609 -3.314
H -7.566 -5.650 -2.075
H -4.683 -7.629 -2.713
H -5.121 -7.878 -0.968
H -2.761 -6.192 -2.047
H -2.796 -7.772 -1.245
H -3.859 -5.355 -0.034
H -1.408 -5.296 0.015
H -1.538 -6.895 0.828
H -1.190 -5.103 2.427
H -2.844 -5.830 2.632
H -2.235 -2.009 1.932
H -1.745 -2.806 0.462
H -0.935 -3.240 1.976
C -3.903 4.882 0.068
O -2.730 4.316 0.593
C -1.893 3.685 -0.382
C -0.661 3.258 0.344
N 0.136 4.295 1.040
C 0.537 5.322 0.063
C 1.472 6.330 0.630
O 0.690 7.499 1.050
C 1.392 8.294 2.004
H -4.361 5.466 0.853
H -4.586 4.097 -0.249
H -3.731 5.484 -0.833
H -1.613 4.381 -1.122
H -2.339 2.840 -0.918
H -0.120 2.688 -0.385
H -0.966 2.548 1.147
H -0.551 4.775 1.649
H -0.380 5.856 -0.338
H 0.956 4.742 -0.747
H 2.230 6.674 -0.058
H 1.910 5.886 1.530
H 0.637 8.778 2.639
H 1.951 9.113 1.522
H 2.015 7.690 2.654
C 0.587 5.620 -3.581
O 1.472 4.489 -3.673
C 1.168 3.710 -4.820
C 1.489 2.227 -4.495
N 0.353 1.596 -3.794
C 0.467 0.136 -3.456
C 0.109 -0.752 -4.636
O 1.179 -0.810 -5.586
C 1.056 -1.848 -6.564
H 0.598 6.019 -2.593
H -0.425 5.315 -3.942
H 0.934 6.434 -4.238
H 1.841 4.089 -5.567
H 0.121 3.821 -5.207
H 2.447 2.235 -3.951
H 1.548 1.582 -5.382
H 0.127 2.037 -2.911
H -0.249 -0.075 -2.655
H 1.451 -0.149 -3.125
H -0.795 -0.308 -5.061
H -0.096 -1.749 -4.305
H 1.015 -2.854 -6.142
H 1.850 -1.717 -7.296
H 0.054 -1.805 -7.078
O 0.525 0.170 0.094
H 0.894 0.921 -0.406
H 0.589 0.353 1.070
O 2.106 2.057 -0.981
H 2.112 2.736 -1.674
H 2.888 1.527 -1.112
O -2.126 0.241 -0.494
H -2.066 0.169 -1.469
H -1.205 0.165 -0.226
```



No. 11
The following is a quantum chemistry calculation of C33H35F5N4OP2Re as an isolated structure, from the OMol25 dataset.

Results
E_HOMO (spin up / spin down)	-12.6756 / -12.6780	eV
<S²>	4.164
spin multiplicity	4
charge	+2
HOMO-LUMO gap (spin up / spin down)	4.1 / 3.0	eV

XYZ file:
```
81
C33H35F5N4OP2Re (ωB97M-V/def2-TZVPD)
Re -2.215 -0.127 0.316
C 5.382 1.319 2.079
C 4.834 1.607 0.884
C 5.363 1.091 -0.426
C 5.910 -0.398 -0.395
C 4.947 -1.313 0.311
C 4.979 -1.605 1.625
C 6.028 -1.083 2.577
C 6.511 0.379 2.366
C -3.639 -1.744 0.572
H 4.972 1.785 2.990
H 4.088 2.393 0.808
H 6.151 1.772 -0.794
H 4.559 1.085 -1.183
H 5.908 -0.710 -1.460
H 6.945 -0.414 -0.029
H 4.200 -1.758 -0.359
H 4.282 -2.355 2.026
H 6.890 -1.769 2.573
H 5.610 -1.093 3.586
H 6.879 0.701 3.352
H 7.358 0.435 1.672
H -4.346 -1.378 1.343
H -3.164 -2.694 0.849
H -4.178 -1.781 -0.394
P -0.849 -1.610 -0.579
P -0.707 1.312 -0.507
N -0.341 -2.989 0.395
N -1.454 -2.610 -2.078
N 0.234 1.955 0.893
N -1.104 2.912 -1.188
C 0.745 -0.927 -1.228
C 0.551 0.553 -1.618
C -0.784 -3.099 1.709
C -0.159 -4.206 2.276
C 0.680 -4.789 1.282
C 0.543 -4.023 0.115
C -2.534 -3.493 -2.119
C -2.697 -3.950 -3.440
C -1.668 -3.352 -4.217
C -0.932 -2.536 -3.359
C -0.277 1.902 2.190
C 0.767 2.149 3.087
C 1.948 2.364 2.317
C 1.583 2.247 0.968
C -0.328 4.058 -1.266
C -1.056 5.034 -1.951
C -2.304 4.449 -2.321
C -2.316 3.155 -1.847
H 1.108 -1.528 -2.079
H 1.495 -1.027 -0.419
H 1.497 1.115 -1.600
H 0.160 0.656 -2.657
H -1.503 -2.383 2.100
H -0.305 -4.518 3.292
H 1.316 -5.644 1.401
H 0.993 -4.113 -0.866
H -3.100 -3.711 -1.223
H -3.463 -4.619 -3.801
H -1.476 -3.478 -5.280
H -0.068 -1.914 -3.571
H -1.313 1.631 2.362
H 0.685 2.154 4.160
H 2.947 2.537 2.694
H 2.190 2.312 0.077
H 0.668 4.102 -0.841
H -0.725 6.036 -2.171
H -3.091 4.922 -2.886
H -3.052 2.358 -1.904
F -9.032 1.945 -0.466
C -7.734 1.733 -0.207
C -7.192 2.124 1.027
F -7.974 2.726 1.949
C -5.859 1.916 1.300
F -5.344 2.316 2.477
C -5.020 1.267 0.353
O -3.767 1.072 0.697
C -5.598 0.906 -0.897
F -4.850 0.304 -1.857
C -6.929 1.140 -1.182
F -7.459 0.811 -2.389
```



No. 12
The following is a quantum chemistry calculation of a 2-piece molecular cluster, CH4ClOPS overall, from the OMol25 dataset.

Results
E_HOMO	-8.9007	eV
HOMO-LUMO gap	7.6	eV

XYZ file:
```
9
CH4ClOPS (ωB97M-V/def2-TZVPD)
C -2.441 -0.981 0.604
P -0.899 -0.221 0.363
S -0.661 1.701 0.611
Cl 0.200 -0.960 -1.149
H -2.694 -2.015 0.705
H -2.971 -0.479 1.365
O 2.959 0.647 -0.908
H 2.598 1.434 -0.583
H 3.909 0.873 -1.010
```



Table of ΔE to the lowest compared entry with this formula, charge and spin (kJ/mol), in record order: 1.2, 127.8, 178.5, 390.0, 0.0, 209.2, 314.6, 50.1, 279.0, 0.0, 0.0, 249.0
Table of DFT total energy (Ha), in record order: -6931.45773, -234.55382, -1029.76205, -326.92637, -720.58318, -633.37165, -628.03493, -389.19554, -269.23999, -2289.44625, -2832.20823, -1315.43882
Table of max |F| (eV/Å), in record order: 5.71, 0.55, 4.59, 5.23, 2.57, 5.94, 4.09, 1.86, 0.41, 2.32, 5.67, 2.75